(1)
18
Properties=species:S:1:pos:R:3 method="wB97M-V/def2-TZVPD" max_force_ev_per_a=4.21 lumo_ev=-3.035 homo_lumo_gap_ev=4.05 energy_ev=-7314.914 e_homo_ha=-0.26045
C -0.818 -1.231 1.347
C 0.243 -0.869 0.290
C 0.651 0.570 0.339
N -2.630 0.834 0.243
C -2.327 1.263 -0.841
N 2.650 0.113 -1.130
H -0.400 -1.018 2.331
H -0.995 -2.308 1.297
H -1.701 -0.668 1.054
H 1.091 -1.555 0.308
H -0.232 -1.183 -0.648
H 1.735 0.386 -0.422
H 1.053 0.852 1.313
H -0.213 1.160 0.065
H -2.858 1.062 -1.790
H -1.505 1.991 -0.997
H 3.583 -0.193 -0.877
H 2.673 0.792 -1.884

=====

(2)
7
Properties=species:S:1:pos:R:3 method="wB97M-V/def2-TZVPD" max_force_ev_per_a=2.38 lumo_ev="-2.157 / -1.161" homo_lumo_gap_ev="7.51 / 9.04" energy_ev=-20987.685 e_homo_ha="-0.35520 / -0.37471"
C 1.396 0.166 -0.962
N 2.192 0.550 -0.212
N -0.807 -0.420 -1.319
O 0.482 -0.117 -1.804
O -0.971 -0.310 0.009
O -1.730 -0.040 2.543
S -0.563 0.172 1.745

=====

(3)
9
Properties=species:S:1:pos:R:3 method="wB97M-V/def2-TZVPD" max_force_ev_per_a=4.11 lumo_ev=0.153 homo_lumo_gap_ev=9.72 energy_ev=-26864.232 e_homo_ha=-0.35160
C -0.818 -0.569 -1.038
O 0.801 -0.180 -0.481
S 0.766 0.548 0.918
O -0.550 0.939 1.216
S 2.359 1.635 1.176
H -1.429 0.328 -1.089
H -1.464 -1.055 -0.245
H -0.675 -1.077 -1.991
H 1.012 -0.569 1.534

=====

(4)
143
Properties=species:S:1:pos:R:3 method="wB97M-V/def2-TZVPD" max_force_ev_per_a=7.85 lumo_ev=1.121 homo_lumo_gap_ev=7.69 total_charge=-1 energy_ev=-114577.658 e_homo_ha=-0.24146
C 32.216 21.152 -30.072
O 31.059 20.467 -29.641
O 33.305 20.457 -29.517
C 32.073 21.450 -31.597
F 31.445 22.706 -31.873
F 33.298 21.708 -32.166
F 31.560 20.440 -32.316
C 29.764 21.130 -29.921
C 28.747 20.038 -30.044
H 28.581 19.286 -29.272
H 27.771 20.521 -30.075
H 28.985 19.519 -30.972
H 29.569 21.933 -30.633
H 29.664 21.735 -29.020
H 32.241 22.116 -29.563
C 34.503 17.666 -32.100
O 35.181 16.922 -32.803
N 34.195 18.918 -32.380
N 34.038 17.394 -30.926
H 33.905 19.499 -31.607
H 34.462 19.379 -33.238
H 34.164 16.434 -30.639
H 33.321 17.961 -30.496
C 33.343 26.022 -31.554
O 32.238 26.503 -31.841
N 33.590 24.735 -31.611
N 34.502 26.689 -31.579
H 34.266 24.280 -31.014
H 32.687 24.285 -31.659
H 34.361 27.666 -31.795
H 35.295 26.316 -31.075
C 35.904 21.296 -34.738
O 35.133 20.758 -34.011
N 35.739 22.494 -35.415
N 36.823 20.566 -35.255
H 34.932 23.033 -35.134
H 36.301 22.831 -36.184
H 37.507 20.933 -35.902
H 37.072 19.735 -34.739
C 29.939 17.937 -35.029
O 30.827 17.290 -35.662
N 28.695 18.068 -35.466
N 30.164 18.257 -33.807
H 28.167 18.718 -34.902
H 28.538 17.588 -36.341
H 29.485 18.897 -33.421
H 31.084 18.169 -33.398
C 33.268 23.934 -26.856
O 34.431 24.108 -27.186
N 32.698 22.769 -26.804
N 32.483 24.867 -26.352
H 31.944 22.622 -26.147
H 33.094 21.975 -27.287
H 31.536 24.638 -26.086
H 32.751 25.839 -26.292
C 25.670 23.186 -29.814
O 26.172 22.246 -29.306
N 24.497 23.824 -29.466
N 26.377 24.041 -30.601
H 24.072 24.647 -29.869
H 23.902 23.230 -28.908
H 26.111 25.005 -30.739
H 27.351 23.824 -30.758
C 28.049 16.372 -26.758
O 28.926 15.918 -25.967
N 28.416 17.065 -27.852
N 26.791 16.358 -26.682
H 29.394 17.207 -28.059
H 27.764 17.360 -28.566
H 26.173 16.646 -27.427
H 26.564 15.852 -25.837
C 36.636 22.875 -29.887
O 37.501 23.645 -29.564
N 35.433 22.734 -29.464
N 36.825 21.900 -30.678
H 35.036 23.163 -28.640
H 35.056 21.797 -29.473
H 37.756 21.893 -31.068
H 36.097 21.269 -30.983
C 29.334 21.894 -25.933
O 30.408 22.230 -25.626
N 28.507 22.618 -26.622
N 28.794 20.751 -25.526
H 28.841 23.477 -27.036
H 27.562 22.413 -26.912
H 27.881 20.545 -25.906
H 29.325 20.112 -24.951
C 29.028 25.042 -33.208
O 28.564 25.225 -32.113
N 29.320 26.008 -33.979
N 29.291 23.799 -33.487
H 29.764 26.000 -34.886
H 29.048 26.913 -33.622
H 29.673 23.350 -34.307
H 29.001 23.164 -32.757
C 26.604 16.575 -31.174
O 26.547 15.572 -30.479
N 27.206 16.593 -32.351
N 26.174 17.777 -30.884
H 27.796 15.825 -32.638
H 27.230 17.488 -32.818
H 26.304 18.584 -31.477
H 25.722 17.948 -29.998
C 36.240 19.420 -27.706
O 37.371 19.475 -27.208
N 35.217 19.688 -27.034
N 35.849 19.162 -28.961
H 34.388 19.836 -27.591
H 35.668 20.308 -26.376
H 34.879 18.997 -29.190
H 36.606 19.084 -29.625
C 26.491 20.545 -33.692
O 27.404 19.880 -33.297
N 25.519 20.908 -32.913
N 26.380 20.839 -34.966
H 24.675 21.189 -33.392
H 25.589 20.619 -31.948
H 27.065 20.478 -35.615
H 25.792 21.631 -35.188
C 31.716 22.090 -35.407
O 30.667 22.280 -35.944
N 32.516 23.107 -34.964
N 32.336 20.992 -35.204
H 33.445 22.840 -34.670
H 32.202 24.062 -34.871
H 33.145 20.935 -34.601
H 31.843 20.197 -35.586
C 29.486 25.499 -28.468
O 29.340 25.091 -27.337
N 30.296 25.099 -29.379
N 28.734 26.366 -29.030
H 30.866 24.267 -29.414
H 30.404 25.787 -30.111
H 28.762 26.420 -30.038
H 27.864 26.482 -28.530
C 31.386 18.414 -26.944
O 31.197 17.672 -26.078
N 30.879 19.634 -26.976
N 32.269 18.234 -27.900
H 30.304 19.871 -26.181
H 31.305 20.349 -27.549
H 32.865 17.418 -27.869
H 32.384 19.031 -28.509

=====

(5)
58
Properties=species:S:1:pos:R:3 method="wB97M-V/def2-TZVPD" max_force_ev_per_a=3.83 lumo_ev=-6.074 homo_lumo_gap_ev=8.90 total_charge=+2 energy_ev=-35384.539 e_homo_ha=-0.55011
C -1.047 -0.783 2.551
C 0.418 -0.611 2.602
C 1.218 -0.558 1.340
C 2.483 -0.153 1.143
N 3.206 -0.395 -0.080
C 2.752 -0.949 -1.136
N -1.757 0.390 1.806
H -1.296 -1.638 1.870
H -1.563 -1.036 3.478
H 0.623 0.328 3.210
H 0.798 -1.363 3.309
H 0.634 -0.963 0.500
H 3.007 0.443 1.883
H 4.168 -0.058 0.050
H 3.270 -1.255 -2.051
H 1.693 -1.090 -1.410
H -1.272 1.291 1.998
H -1.973 0.156 0.830
H -2.734 0.304 2.150
H -0.255 -4.106 -1.348
H -0.544 -5.194 -0.359
O -0.201 -4.295 -0.403
H 0.941 0.815 -4.633
H -0.126 0.445 -3.603
O 0.827 0.417 -3.756
H 2.043 2.251 -2.945
H 3.386 2.964 -3.229
O 2.950 2.355 -2.626
H -4.633 -2.175 -1.642
H -5.304 -0.941 -2.197
O -4.791 -1.244 -1.439
H -2.231 0.890 -2.094
H -2.830 -0.449 -1.567
O -2.080 0.163 -1.485
H 1.417 1.758 -0.991
H 0.279 0.791 -1.282
O 1.069 0.893 -0.723
H -5.092 -1.720 2.080
H -4.934 -0.935 0.702
O -4.649 -0.999 1.626
H 1.205 5.989 1.682
H 2.265 4.781 1.671
O 1.384 5.088 1.415
H -1.736 1.069 -5.446
H -2.412 -0.166 -4.673
O -1.962 0.693 -4.599
H 0.851 -4.757 1.846
H 0.319 -5.398 3.198
O 0.470 -4.590 2.705
H 0.429 2.065 0.858
H 0.450 3.582 1.569
O 0.377 2.601 1.640
H -4.722 2.165 2.002
H -4.615 1.118 0.877
O -4.091 1.648 1.468
H 6.405 -0.828 0.919
H 6.547 -0.507 -0.566
O 6.034 -0.287 0.219

=====

(6)
96
Properties=species:S:1:pos:R:3 method="wB97M-V/def2-TZVPD" max_force_ev_per_a=2.97 lumo_ev=0.257 homo_lumo_gap_ev=10.63 energy_ev=-326206.885 e_homo_ha=-0.38135
Cl 19.127 19.551 23.401
C 20.155 18.729 22.151
C 21.457 19.518 22.036
Cl 22.228 19.311 20.453
H 19.599 18.793 21.216
H 20.311 17.679 22.399
H 22.119 19.010 22.737
H 21.322 20.587 22.196
Cl 19.070 12.415 15.856
C 19.709 11.948 17.483
C 19.684 13.000 18.565
Cl 18.045 13.580 18.816
H 20.670 11.503 17.225
H 19.113 11.115 17.856
H 20.375 13.809 18.327
H 20.060 12.621 19.515
Cl 14.560 18.122 21.000
C 14.869 16.917 19.763
C 16.058 16.137 20.053
Cl 17.597 17.138 20.196
H 14.976 17.550 18.882
H 13.939 16.351 19.706
H 16.220 15.464 19.210
H 15.919 15.715 21.048
Cl 17.146 12.546 21.885
C 18.264 13.853 22.489
C 17.744 14.548 23.731
Cl 18.931 15.723 24.426
H 18.451 14.582 21.702
H 19.188 13.279 22.554
H 17.557 13.750 24.449
H 16.782 14.994 23.481
Cl 13.343 15.497 22.328
C 13.715 13.714 22.433
C 12.701 12.852 21.670
Cl 13.066 12.792 19.925
H 13.778 13.448 23.488
H 14.684 13.551 21.959
H 11.717 13.316 21.729
H 12.722 11.847 22.092
Cl 12.831 20.378 18.987
C 13.052 19.804 17.289
C 14.344 20.348 16.538
Cl 15.865 20.057 17.464
H 12.192 20.033 16.660
H 13.165 18.726 17.399
H 14.208 21.419 16.389
H 14.401 19.800 15.598
Cl 14.838 16.570 25.399
C 15.950 17.955 25.501
C 15.614 19.061 24.519
Cl 14.154 19.990 24.997
H 16.972 17.624 25.312
H 15.995 18.347 26.517
H 15.432 18.800 23.477
H 16.521 19.665 24.503
Cl 9.952 19.278 23.979
C 11.134 19.382 22.696
C 10.760 18.310 21.668
Cl 9.428 18.640 20.559
H 12.014 18.968 23.188
H 11.328 20.365 22.266
H 10.584 17.372 22.196
H 11.593 18.114 20.992
Cl 7.619 15.245 17.305
C 9.276 15.607 16.889
C 10.192 15.273 18.122
Cl 11.913 15.615 17.850
H 9.518 16.642 16.650
H 9.684 15.022 16.064
H 10.176 14.214 18.377
H 9.925 15.950 18.933
Cl 21.340 16.028 16.407
C 19.870 16.794 17.182
C 20.337 17.448 18.382
Cl 20.610 16.239 19.647
H 19.144 15.984 17.263
H 19.559 17.506 16.417
H 19.595 18.127 18.801
H 21.295 17.921 18.166
Cl 18.757 21.139 19.027
C 18.037 21.639 20.554
C 16.721 20.962 20.652
Cl 15.824 21.181 22.173
H 17.975 22.727 20.579
H 18.744 21.438 21.359
H 16.856 19.910 20.401
H 16.091 21.370 19.862
Cl 16.144 16.277 14.639
C 16.459 14.949 15.869
C 15.124 14.191 16.142
Cl 14.730 13.028 14.910
H 16.839 15.459 16.754
H 17.279 14.348 15.476
H 14.217 14.774 16.301
H 15.010 13.606 17.054